No. 1
{"formula": "C27H31FN3Nb", "method": "wB97M-V/def2-TZVPD", "species": ["C", "H", "H", "H", "C", "C", "H", "C", "C", "H", "H", "H", "C", "C", "C", "H", "C", "H", "C", "H", "C", "C", "C", "C", "H", "C", "H", "C", "H", "C", "C", "H", "C", "H", "C", "H", "C", "C", "H", "C", "H", "N", "N", "Nb", "H", "H", "H", "H", "F", "C", "C", "C", "C", "N", "H", "H", "H", "H", "H", "H", "H", "H", "H"], "xyz": [[4.1616, -1.0464, -0.7982], [4.4969, -1.8874, -1.4115], [4.4729, -1.2348, 0.2359], [4.6440, -0.1294, -1.1594], [2.6714, -0.9644, -0.9033], [1.9825, -1.9616, -1.6181], [2.6165, -2.6279, -2.2043], [0.6315, -2.3504, -1.5556], [0.2464, -3.7604, -1.9547], [-0.2420, -4.3119, -1.1322], [1.1617, -4.3087, -2.2283], [-0.4288, -3.7879, -2.8232], [-1.6965, -1.9985, -0.8910], [-2.5207, -2.3170, -1.9784], [-3.7944, -2.8189, -1.7367], [-4.4332, -3.0862, -2.5805], [-4.2381, -2.9923, -0.4174], [-5.2573, -3.3421, -0.2293], [-3.3873, -2.7290, 0.6618], [-3.6957, -2.9518, 1.6823], [-2.1225, -2.1939, 0.4278], [2.8118, 0.9664, 0.6296], [2.9749, 2.3315, 0.3251], [3.3870, 3.2046, 1.3329], [3.5556, 4.2606, 1.1061], [3.6168, 2.7132, 2.6262], [3.9480, 3.4052, 3.4102], [3.4679, 1.3493, 2.9083], [3.6271, 0.9701, 3.9167], [3.1185, 0.4571, 1.8961], [-1.3204, 0.4444, -3.6107], [-1.5926, -0.3933, -4.2543], [0.0289, 0.7457, -3.3930], [0.8193, 0.3660, -4.0514], [0.4208, 1.6663, -2.3697], [1.4215, 2.1053, -2.2973], [-0.6566, 2.2210, -1.6369], [-2.0006, 1.9907, -1.9167], [-2.6909, 2.5696, -1.2824], [-2.3400, 1.2254, -3.0462], [-3.3586, 1.2410, -3.4710], [-0.3458, -1.5346, -1.0968], [2.0891, 0.0960, -0.2976], [0.0216, 0.4343, -0.5032], [-1.4308, -1.9364, 1.2367], [-2.1411, -2.1533, -2.9905], [2.7827, 2.6733, -0.6935], [3.0015, -0.6169, 2.0600], [-0.1948, 2.8509, -0.4238], [-0.8104, 2.6868, 2.6777], [-1.1978, 1.2427, 2.3784], [-0.4751, 0.3610, 3.3924], [-2.7252, 1.1350, 2.4430], [-0.7692, 0.8094, 1.0723], [-1.1344, 2.9164, 3.7043], [-1.2974, 3.3813, 1.9945], [0.2698, 2.8391, 2.5987], [-0.7501, 0.6426, 4.4160], [-0.7047, -0.6990, 3.2272], [0.6064, 0.4755, 3.2584], [-3.1601, 1.8231, 1.7039], [-3.0672, 0.1254, 2.1854], [-3.0736, 1.4080, 3.4489]], "mulliken_charge": [-1.59, 0.45, 0.32, 0.37, 1.34, -1.93, 0.40, 1.39, -1.47, 0.33, 0.50, 0.33, -0.36, 0.22, -1.02, 0.45, -0.53, 0.44, -0.83, 0.49, -0.03, 0.02, -0.18, -0.79, 0.46, -0.59, 0.42, -0.58, 0.46, -0.32, -0.70, 0.68, -0.36, 0.50, -0.02, 0.64, 0.11, -0.24, 0.54, -0.58, 0.46, 0.62, 0.26, 0.37, 0.48, 0.43, 0.31, 0.48, -0.13, -1.51, 1.19, -1.23, -1.38, -0.16, 0.50, 0.36, 0.24, 0.46, 0.31, 0.22, 0.33, 0.24, 0.43], "total_charge": 2, "relative_energy_kj_mol": 0.0, "energy_ev": -37224.419}

=====

No. 2
{"formula": "C27H31FN6O5", "method": "wB97M-V/def2-TZVPD", "species": ["C", "C", "O", "C", "O", "C", "N", "C", "O", "C", "N", "N", "N", "C", "C", "C", "C", "C", "O", "C", "C", "C", "N", "C", "C", "O", "N", "C", "C", "C", "C", "C", "C", "C", "C", "C", "F", "C", "C", "H", "H", "H", "H", "H", "H", "H", "H", "H", "H", "H", "H", "H", "H", "H", "H", "H", "H", "H", "H", "H", "H", "H", "H", "H", "H", "H", "H", "H", "H", "H"], "xyz": [[-3.4779, -4.0071, -1.3099], [-2.6315, -3.0686, -2.1530], [-1.2881, -3.0459, -1.6471], [-0.8055, -1.9036, -1.1934], [-1.3625, -0.8385, -1.2156], [0.6086, -2.1146, -0.6382], [1.1959, -0.8880, -0.1538], [1.3157, -0.5423, 1.1411], [2.0347, 0.3609, 1.5291], [0.4742, -1.3284, 2.1574], [-0.9058, -1.3370, 1.7895], [-1.5885, -2.4291, 1.5404], [-2.7776, -2.0652, 1.2173], [-2.8006, -0.7143, 1.2624], [-3.9440, 0.0969, 0.9254], [-3.8541, 1.4891, 0.9676], [-4.9404, 2.2605, 0.6309], [-6.1441, 1.6624, 0.2431], [-7.1536, 2.5168, -0.0646], [-8.3950, 1.9857, -0.4611], [-6.2327, 0.2732, 0.1983], [-5.1385, -0.4994, 0.5369], [-1.6135, -0.2433, 1.6356], [1.7845, -0.0318, -1.1914], [3.2702, -0.4311, -1.3518], [3.6369, -1.1061, -2.2939], [4.0514, -0.0141, -0.3517], [5.4582, -0.3298, -0.2456], [6.2890, 0.9499, -0.0428], [6.5478, 1.0066, 1.4600], [6.7932, -0.4573, 1.8109], [5.7330, -1.2040, 0.9985], [1.5396, 1.4408, -0.9498], [2.4890, 2.3856, -1.3196], [2.2498, 3.7362, -1.1392], [1.0449, 4.1303, -0.5898], [0.8079, 5.4468, -0.4045], [0.0710, 3.2133, -0.2409], [0.3214, 1.8677, -0.4306], [-4.4902, -4.0303, -1.7027], [-3.0622, -5.0108, -1.3342], [-3.4968, -3.6566, -0.2803], [-2.5637, -3.4146, -3.1885], [-3.0319, -2.0504, -2.1299], [0.5609, -2.8801, 0.1376], [1.2348, -2.5066, -1.4473], [0.5931, -0.8131, 3.1158], [0.8064, -2.3642, 2.2573], [-2.9231, 1.9439, 1.2672], [-4.8926, 3.3376, 0.6565], [-8.8400, 1.3714, 0.3282], [-8.3048, 1.3931, -1.3771], [-9.0354, 2.8455, -0.6513], [-7.1474, -0.2155, -0.0983], [-5.2022, -1.5761, 0.5039], [1.2845, -0.2982, -2.1302], [3.6201, 0.4852, 0.4199], [5.7227, -0.8427, -1.1735], [5.7630, 1.8280, -0.4138], [7.2342, 0.8623, -0.5790], [7.3897, 1.6478, 1.7153], [5.6615, 1.3720, 1.9806], [7.7922, -0.7507, 1.4851], [6.7082, -0.6553, 2.8780], [4.8122, -1.2897, 1.5782], [6.0543, -2.2075, 0.7256], [3.4200, 2.0706, -1.7654], [2.9820, 4.4768, -1.4195], [-0.8676, 3.5540, 0.1657], [-0.4447, 1.1509, -0.1796]], "mulliken_charge": [-1.12, -0.20, -0.30, 0.60, -0.50, -1.49, 0.63, 1.10, -0.66, -1.43, 1.31, -0.99, -0.19, 0.72, 0.00, -0.48, -0.63, 0.96, -0.46, -0.84, -0.41, -1.00, -0.77, 0.69, -0.47, -0.74, -0.04, -0.21, -0.88, -0.58, -0.66, -0.68, -0.29, -0.43, -1.00, 0.31, -0.35, -0.94, 0.01, 0.38, 0.33, 0.27, 0.37, 0.25, 0.61, 0.54, 0.44, 0.29, 0.48, 0.44, 0.34, 0.34, 0.24, 0.41, 0.48, 0.85, 0.32, 0.66, 0.28, 0.36, 0.39, 0.26, 0.28, 0.38, 0.13, 0.36, 0.54, 0.46, 0.53, 0.40], "energy_ev": -50398.223, "smiles": "CCOC(=O)CN(C(=O)Cn1nnc(-c2ccc(OC)cc2)n1)[C@H](C(=O)NC1CCCC1)c1ccc(F)cc1"}